Entry 1:
ORCA calculation (ωB97M-V/def2-TZVPD) on one molecule with the formula C7H15N.

Cartesian coordinates (Å):
C1 -2.3328 0.6810 -0.1564
C2 -0.8265 -0.4143 -0.0384
C3 -1.0831 -1.6464 -0.8439
C4 -0.2354 -0.2881 1.3378
C5 0.2819 0.4468 0.1297
C6 0.4638 1.9179 -0.0679
C7 1.7862 -0.4644 -0.4941
N1 2.8293 -0.6356 0.4605
H1 -3.1460 0.0362 0.1703
H2 -2.4528 0.9805 -1.1950
H3 -2.2854 1.5439 0.5005
H4 -1.0061 -1.4315 -1.9098
H5 -2.0900 -2.0100 -0.6380
H6 -0.3879 -2.4458 -0.5901
H7 -0.7987 0.2443 2.0942
H8 0.3758 -1.0878 1.7447
H9 0.2851 2.1865 -1.1092
H10 1.4822 2.2099 0.1949
H11 -0.2201 2.4868 0.5592
H12 2.1194 0.1913 -1.2970
H13 1.5273 -1.4266 -0.9264
H14 3.1209 0.2318 0.8934
H15 2.5930 -1.3065 1.1811

Values from the calculation:
- Charge: 0
- LUMO energy: 0.94 eV
- Energy relative to the best compared isomer or geometry (same formula, charge and spin): 272.6 kJ/mol
- E: -330.36407 hartree
- HOMO-LUMO gap: 9.0414 eV
- Max |F|: 6.29 eV/A
- HOMO: -8.100 eV

Entry 2:
ORCA calculation (ωB97M-V/def2-TZVPD) on a 2-piece molecular cluster, C7H15N overall.

Cartesian coordinates (Å):
C1 2.7303 1.3692 -0.2857
C2 1.6033 1.8468 -1.0901
C3 0.6027 1.0696 -1.6134
C4 -0.4412 1.5615 -2.5778
H1 2.5027 0.3846 0.1834
H2 3.7150 1.2229 -0.8182
H3 2.9649 2.0434 0.5608
H4 1.4023 2.9156 -1.2415
H5 0.6243 -0.0244 -1.4518
H6 -0.5415 2.6579 -2.4741
H7 -0.1727 1.3225 -3.6704
H8 -1.4099 1.0454 -2.4157
C5 0.3100 -2.6031 1.9977
C6 -0.3615 -1.5707 1.4193
C7 -1.8572 -1.6338 1.2396
N1 -2.5259 -0.4315 1.8125
H9 1.2561 -2.5255 2.5390
H10 -0.2735 -3.5238 2.1076
H11 0.1251 -0.7135 0.9561
H12 -2.0729 -1.6970 0.1158
H13 -2.2683 -2.5205 1.7576
H14 -3.5318 -0.5058 1.7934
H15 -2.3804 0.3104 1.1558

Values from the calculation:
- Charge: 0
- LUMO energy: 0.98 eV
- Energy relative to the best compared isomer or geometry (same formula, charge and spin): 229.8 kJ/mol
- E: -330.38040 hartree
- HOMO-LUMO gap: 10.0158 eV
- Max |F|: 3.36 eV/A
- HOMO: -9.040 eV

Entry 3:
ORCA calculation (ωB97M-V/def2-TZVPD) on one molecule with the formula C7H15N.

Cartesian coordinates (Å):
C1 1.3826 -0.2305 4.0415
C2 1.1242 -1.0414 3.0184
C3 0.0466 -0.7697 2.0000
C4 0.6971 0.1095 0.8479
N1 0.4532 -0.4952 -0.4749
C5 -0.1883 0.5384 -1.3211
C6 -0.5323 0.2157 -2.7908
C7 -1.9944 0.6650 -3.2100
H1 0.8825 0.7371 4.1106
H2 2.2561 -0.4309 4.6646
H3 1.6328 -1.9391 2.7560
H4 -0.8299 -0.2072 2.3555
H5 -0.1874 -1.7885 1.6253
H6 0.3228 1.1250 0.9301
H7 1.7636 0.2503 1.0579
H8 1.2311 -0.9496 -0.9202
H9 -1.0920 0.8190 -0.7811
H10 0.3331 1.4797 -1.4230
H11 0.1729 0.6446 -3.5045
H12 -0.4248 -0.8375 -2.9781
H13 -2.4107 1.5556 -2.7511
H14 -1.9376 0.7409 -4.2777
H15 -2.7013 -0.1914 -2.9753

Values from the calculation:
- Charge: 0
- LUMO energy: 1.18 eV
- Energy relative to the best compared isomer or geometry (same formula, charge and spin): 193.8 kJ/mol
- E: -330.39410 hartree
- HOMO-LUMO gap: 9.8133 eV
- Max |F|: 2.48 eV/A
- HOMO: -8.635 eV

Entry 4:
ORCA calculation (ωB97M-V/def2-TZVPD) on a 2-piece molecular cluster, C7H15N overall.

Cartesian coordinates (Å):
C1 0.2808 1.3213 1.4064
C2 -0.3654 0.8079 0.1485
C3 -0.3519 1.7898 -0.9880
C4 -0.8830 -0.4208 0.1034
C5 -0.8261 -1.3224 1.3088
C6 -1.5939 -1.0272 -1.0722
H1 1.2266 0.8047 1.5824
H2 -0.3555 1.1525 2.2730
H3 0.4811 2.3868 1.3280
H4 0.6406 2.2310 -1.0792
H5 -1.0548 2.6001 -0.7883
H6 -0.6126 1.3405 -1.9411
H7 0.1774 -1.3502 1.7285
H8 -1.5016 -0.9660 2.0875
H9 -1.1220 -2.3344 1.0439
H10 -1.7012 -0.3401 -1.9048
H11 -1.0602 -1.9122 -1.4208
H12 -2.5911 -1.3445 -0.7663
C7 2.0055 -0.9717 -0.7380
N1 2.7600 -0.4105 0.0873
H13 1.7200 -0.5905 -1.7226
H14 1.6020 -1.9399 -0.4709
H15 3.1255 0.4959 -0.2055

Values from the calculation:
- Charge: 0
- LUMO energy: 1.01 eV
- Energy relative to the best compared isomer or geometry (same formula, charge and spin): 123.5 kJ/mol
- E: -330.42087 hartree
- HOMO-LUMO gap: 9.5144 eV
- Max |F|: 1.01 eV/A
- HOMO: -8.505 eV

Entry 5:
ORCA calculation (ωB97M-V/def2-TZVPD) on one molecule with the formula C7H15N.

Cartesian coordinates (Å):
C1 3.1571 0.2614 -0.4906
C2 1.8786 0.7429 0.1303
C3 0.5722 0.3017 -0.5527
C4 -0.7851 0.3924 0.0639
C5 -1.7551 1.1996 -0.3086
N1 -3.0885 1.2239 0.2501
C6 -0.7771 -0.6999 1.0276
C7 -1.1002 -2.0371 0.3418
H1 3.2271 0.7465 -1.4405
H2 4.1288 0.5242 0.0033
H3 3.2270 -0.8059 -0.4712
H4 1.8906 1.9435 0.1508
H5 1.9188 0.4217 1.1736
H6 0.5676 0.8554 -1.6262
H7 0.8026 -0.6788 -1.0254
H8 -1.6213 1.8110 -1.2416
H9 -3.7800 1.6000 -0.4362
H10 -3.4201 0.2768 0.5046
H11 -1.5001 -0.3413 1.7546
H12 0.1574 -0.7075 1.4942
H13 -2.1635 -1.9210 -0.0080
H14 -1.1741 -2.8696 1.0938
H15 -0.3626 -2.2399 -0.3877

Values from the calculation:
- Charge: 0
- LUMO energy: 1.03 eV
- Energy relative to the best compared isomer or geometry (same formula, charge and spin): 182.7 kJ/mol
- E: -330.39832 hartree
- HOMO-LUMO gap: 9.2123 eV
- Max |F|: 5.89 eV/A
- HOMO: -8.183 eV

Entry 6:
ORCA calculation (ωB97M-V/def2-TZVPD) on a 2-piece molecular cluster, C7H15N2 overall.

Cartesian coordinates (Å):
C1 0.2506 0.1737 0.4715
C2 -2.2677 -1.1782 0.6859
C3 -2.0931 -1.1927 -0.8458
C4 -1.8527 0.0222 0.0207
C5 1.7313 -1.3168 -0.7724
C6 1.7818 2.0158 0.1089
C7 1.4542 -0.6895 0.6398
N1 0.4476 1.3919 0.1797
N2 -2.4699 1.2555 0.1208
H1 -3.1958 -1.1947 1.3054
H2 -1.3989 -1.5306 1.1867
H3 -1.3151 -1.8005 -1.2272
H4 -2.8749 -0.9887 -1.5713
H5 2.7759 -1.6397 -0.7166
H6 1.6930 -0.4989 -1.5711
H7 0.7917 -1.9482 -0.9528
H8 1.7049 3.1202 0.2509
H9 2.1928 1.6489 -0.8084
H10 2.2105 1.6022 0.9471
H11 1.2220 -1.4002 1.4107
H12 2.4215 -0.3369 0.9638
H13 -3.0590 1.4025 0.9556
H14 -2.6853 1.9023 -0.7379
H15 -0.3363 1.9358 -0.1244

Values from the calculation:
- Charge: +1
- LUMO energy: -3.06 eV
- Energy relative to the best compared isomer or geometry (same formula, charge and spin): 413.9 kJ/mol
- E: -384.83914 hartree
- HOMO-LUMO gap: 10.2585 eV
- Max |F|: 3.11 eV/A
- HOMO: -13.322 eV

Entry 7:
ORCA calculation (ωB97M-V/def2-TZVPD) on an isolated ion of composition C7H15N2O and charge +1.

Cartesian coordinates (Å):
C1 2.1878 0.5097 -1.1390
C2 1.2469 0.3498 0.0646
C3 1.8790 0.3893 1.4503
C4 0.2792 -0.8524 -0.0794
N1 -1.0855 -0.3620 -0.0817
C5 -1.8244 -0.9862 -1.1121
C6 -1.9846 -0.5429 1.1951
C7 -1.1233 1.0701 -0.3995
O1 -2.0684 1.7447 -0.6340
N2 0.2816 1.5045 0.0356
H1 2.3624 1.6257 -1.2469
H2 1.8883 -0.0385 -2.0618
H3 3.0832 0.1014 -0.7104
H4 2.4449 1.3422 1.5313
H5 2.5773 -0.4699 1.6318
H6 1.0549 0.4036 2.1677
H7 0.4138 -1.3079 -1.1262
H8 0.4823 -1.7363 0.6095
H9 -1.5971 -1.9907 -1.3351
H10 -2.9088 -0.8066 -0.9700
H11 -1.5216 -0.4822 -2.0346
H12 -1.9632 -1.5368 1.4548
H13 -1.6315 -0.1177 2.0995
H14 -2.9238 -0.2244 0.9893
H15 0.4508 2.4135 -0.2987

Values from the calculation:
- Charge: +1
- LUMO energy: -3.10 eV
- Energy relative to the best compared isomer or geometry (same formula, charge and spin): 265.3 kJ/mol
- E: -460.17188 hartree
- HOMO-LUMO gap: 11.1119 eV
- Max |F|: 6.84 eV/A
- HOMO: -14.213 eV

Entry 8:
ORCA calculation (ωB97M-V/def2-TZVPD) on a 2-piece molecular cluster, C7H15N2O3S overall.

Cartesian coordinates (Å):
C1 -0.8170 2.4828 0.6024
C2 1.6050 -1.3182 0.0685
C3 -2.9288 -0.0398 -0.0876
C4 1.3456 -3.5983 -0.5168
C5 -1.9818 0.9337 -0.7896
C6 2.5374 0.9534 0.0347
C7 2.1663 -0.2198 0.8846
N1 0.7179 -0.5159 0.9563
N2 -0.9484 1.3231 0.1267
O1 1.4335 -1.0094 -1.2416
O2 3.0057 0.5438 -2.5673
O3 1.8370 -2.6051 0.3893
S1 1.8743 0.5869 -1.7049
H1 -0.0419 2.6888 1.3276
H2 -1.4666 3.3026 0.3141
H3 -2.3901 -0.9143 0.2672
H4 -3.4175 0.4419 0.7555
H5 -3.6935 -0.3649 -0.7862
H6 0.2695 -3.4937 -0.6651
H7 1.5747 -4.5467 -0.0396
H8 1.8605 -3.5242 -1.4752
H9 -2.5299 1.8095 -1.1452
H10 -1.5068 0.4298 -1.6346
H11 2.1096 1.8960 0.3689
H12 3.6183 1.0485 -0.0420
H13 2.7655 -0.4438 1.7564
H14 -0.2529 0.4840 0.4810
H15 0.4477 -1.0068 1.8021

Values from the calculation:
- Charge: +1
- LUMO energy: -3.98 eV
- Energy relative to the best compared isomer or geometry (same formula, charge and spin): 57.9 kJ/mol
- E: -1008.81184 hartree
- HOMO-LUMO gap: 9.2499 eV
- Max |F|: 1.71 eV/A
- HOMO: -13.235 eV

Entry 9:
ORCA calculation (ωB97M-V/def2-TZVPD) on a 2-piece molecular cluster, C7H15N2OS overall.

Cartesian coordinates (Å):
C1 -0.6471 -0.1957 0.1915
C2 -1.3098 -1.4488 -0.2078
C3 -2.5345 -0.9997 -1.0253
C4 -2.5581 0.5039 -0.7596
C5 -1.1400 2.1482 0.3334
C6 1.5997 -1.2800 1.5526
C7 3.5124 0.7172 -0.1668
N1 -1.3697 0.8396 -0.0413
N2 1.2524 -0.0406 1.0462
O1 1.6352 -0.8132 -1.4353
S1 1.7634 0.4377 -0.6935
H1 -0.5715 -1.9090 -0.8823
H2 -1.5781 -2.1274 0.6226
H3 -2.4441 -1.0936 -2.1295
H4 -3.4524 -1.5388 -0.6258
H5 -2.5855 1.0580 -1.6427
H6 -3.4424 0.8606 -0.2218
H7 -0.9246 2.0828 1.4077
H8 -1.9983 2.6933 0.0514
H9 -0.1279 2.3850 -0.1634
H10 0.9410 -1.7433 2.3202
H11 1.7802 -2.1061 0.8944
H12 2.5557 -1.1271 2.1286
H13 3.7291 1.6409 -0.9419
H14 4.3263 -0.0558 -0.4612
H15 3.5886 1.1119 0.8497

Values from the calculation:
- Charge: +1
- LUMO energy: -4.11 eV
- Energy relative to the best compared isomer or geometry (same formula, charge and spin): 434.2 kJ/mol
- E: -858.22710 hartree
- HOMO-LUMO gap: 9.3551 eV
- Max |F|: 6.05 eV/A
- HOMO: -13.468 eV

Entry 10:
ORCA calculation (ωB97M-V/def2-TZVPD) on C7H15N2S as an isolated structure.

Cartesian coordinates (Å):
C1 1.0035 1.4271 0.9113
C2 -1.3857 -1.1712 -0.2987
C3 -2.1672 0.6274 0.2776
C4 -2.8435 -0.5432 -0.2089
C5 -3.7874 -0.5976 -1.4115
C6 2.7094 -1.8854 -0.0888
C7 2.7220 -0.2812 -0.2097
N1 0.7224 2.0170 -0.2660
N2 -1.0755 -0.0032 0.5126
S1 2.1778 0.3662 1.3872
H1 -1.1505 -2.1412 0.1326
H2 -0.8525 -0.9906 -1.2804
H3 -2.3734 1.6869 0.3617
H4 -3.3847 -0.9655 0.7813
H5 -4.4133 -1.5297 -1.4072
H6 -3.2078 -0.4601 -2.2653
H7 -4.4048 0.2569 -1.3239
H8 2.5260 -2.3771 -1.0592
H9 3.7300 -2.1324 0.1930
H10 1.8320 -2.1547 0.5879
H11 2.0836 0.0050 -1.1536
H12 3.7189 0.1667 -0.2380
H13 0.7987 1.4559 -1.0780
H14 -0.2475 2.4989 -0.4467
H15 0.6779 2.0336 1.7389

Values from the calculation:
- Charge: +1
- LUMO energy: -4.07 eV
- Energy relative to the best compared isomer or geometry (same formula, charge and spin): 430.6 kJ/mol
- E: -783.03896 hartree
- HOMO-LUMO gap: 8.8170 eV
- Max |F|: 4.76 eV/A
- HOMO: -12.882 eV

Question: Number 7 is which compound?
Answer: C7H15N2O

Question: LUMO energy of number 7 (C7H15N2O)?
Answer: -3.10 eV

Question: LUMO energy of number 8 (C7H15N2O3S)?
Answer: -3.98 eV